# C5H7NO2S

2 unconnected molecules or ions with the total composition C5H7NO2S at a distorted geometry (ωB97M-V/def2-TZVPD, the Open Molecules 2025 dataset).

```
16
C5H7NO2S ωB97M-V/def2-TZVPD
C -2.34193 -0.13113 1.94606
C 0.73282 -0.36924 0.04842
C -0.08456 0.63847 -0.10466
C -2.45835 -0.20649 0.76452
C 2.03322 -0.56396 -0.67483
N -0.61712 1.67588 -0.55703
O -0.60823 2.79728 0.35406
O -1.19346 1.83877 -1.59324
S -2.87843 -0.41542 -0.91120
H -1.79084 -0.00552 2.75353
H -1.25249 3.29540 -0.04962
H 0.44261 -1.18266 0.77803
H 2.72155 -1.10774 -0.02029
H 2.63082 0.31499 -1.10345
H 2.05552 -1.18772 -1.46077
H -3.38942 -1.66338 -0.85086
```

Results
* 2S+1: 3
* ΔE to the lowest compared entry with this formula, charge and spin: 148.9 kcal per mole
* E_tot: -797.7286 Eh
* HOMO-LUMO gap (spin up / spin down): 6.4 / 7.5 eV
* lowest unoccupied orbital energy (spin up / spin down): 0.596 / -1.704 eV